No. 1
{
  "formula": "C50H150O50",
  "method": "ωB97M-V with the def2-TZVPD basis set",
  "total_charge": 0,
  "e_homo_ev": -9.35,
  "symbols": ["C", "C", "O", "O", "H", "H", "H", "H", "H", "H", "C", "C", "O", "O", "H", "H", "H", "H", "H", "H", "C", "C", "O", "O", "H", "H", "H", "H", "H", "H", "C", "C", "O", "O", "H", "H", "H", "H", "H", "H", "C", "C", "O", "O", "H", "H", "H", "H", "H", "H", "C", "C", "O", "O", "H", "H", "H", "H", "H", "H", "C", "C", "O", "O", "H", "H", "H", "H", "H", "H", "C", "C", "O", "O", "H", "H", "H", "H", "H", "H", "C", "C", "O", "O", "H", "H", "H", "H", "H", "H", "C", "C", "O", "O", "H", "H", "H", "H", "H", "H", "C", "C", "O", "O", "H", "H", "H", "H", "H", "H", "C", "C", "O", "O", "H", "H", "H", "H", "H", "H", "C", "C", "O", "O", "H", "H", "H", "H", "H", "H", "C", "C", "O", "O", "H", "H", "H", "H", "H", "H", "C", "C", "O", "O", "H", "H", "H", "H", "H", "H", "C", "C", "O", "O", "H", "H", "H", "H", "H", "H", "C", "C", "O", "O", "H", "H", "H", "H", "H", "H", "C", "C", "O", "O", "H", "H", "H", "H", "H", "H", "C", "C", "O", "O", "H", "H", "H", "H", "H", "H", "C", "C", "O", "O", "H", "H", "H", "H", "H", "H", "C", "C", "O", "O", "H", "H", "H", "H", "H", "H", "C", "C", "O", "O", "H", "H", "H", "H", "H", "H", "C", "C", "O", "O", "H", "H", "H", "H", "H", "H", "C", "C", "O", "O", "H", "H", "H", "H", "H", "H", "C", "C", "O", "O", "H", "H", "H", "H", "H", "H"],
  "xyz": [[-6.532, -2.726, -1.362], [-5.025, -2.799, -1.416], [-4.534, -1.731, -2.282], [-7.076, -2.720, -2.703], [-6.848, -1.854, -0.800], [-6.810, -3.630, -0.830], [-4.588, -3.767, -1.786], [-4.561, -2.616, -0.419], [-3.844, -2.063, -2.876], [-6.535, -2.092, -3.128], [1.616, 0.511, 3.336], [1.471, 1.459, 2.202], [2.744, 1.533, 1.694], [2.505, 1.073, 4.228], [1.987, -0.445, 2.963], [0.593, 0.314, 3.842], [1.125, 2.415, 2.597], [0.860, 1.083, 1.411], [3.416, 1.613, 2.402], [2.843, 0.258, 4.756], [-0.077, 3.449, -4.818], [-1.433, 3.746, -5.549], [-1.326, 4.430, -6.723], [-0.372, 2.436, -3.850], [0.259, 4.386, -4.286], [0.817, 3.134, -5.415], [-2.049, 4.348, -4.897], [-1.909, 2.753, -5.827], [-1.015, 5.289, -6.508], [0.492, 2.099, -3.494], [3.382, -3.550, 4.404], [3.799, -2.538, 5.510], [3.100, -1.353, 5.404], [2.040, -3.980, 4.519], [4.073, -4.386, 4.359], [3.516, -3.149, 3.420], [4.892, -2.411, 5.565], [3.527, -2.953, 6.595], [2.151, -1.640, 5.422], [1.762, -3.873, 3.564], [-2.074, 0.723, 5.285], [-2.081, 1.777, 4.163], [-1.968, 1.114, 2.920], [-2.467, 1.291, 6.554], [-1.122, 0.238, 5.530], [-2.776, -0.074, 5.036], [-1.244, 2.511, 4.249], [-3.036, 2.197, 4.267], [-1.944, 1.680, 2.143], [-2.974, 2.112, 6.407], [-2.862, 0.398, -9.116], [-2.937, 1.919, -8.914], [-1.563, 2.465, -8.826], [-2.204, -0.156, -7.962], [-2.340, 0.218, -10.019], [-3.849, -0.010, -9.112], [-3.601, 2.159, -8.078], [-3.391, 2.367, -9.842], [-1.678, 3.412, -8.675], [-1.261, 0.021, -8.034], [-4.679, -3.891, -5.502], [-3.433, -4.499, -4.907], [-2.649, -3.491, -4.155], [-4.437, -3.057, -6.571], [-5.280, -3.392, -4.691], [-5.309, -4.716, -5.760], [-2.883, -5.048, -5.633], [-3.783, -5.266, -4.195], [-1.762, -3.862, -4.086], [-3.746, -2.402, -6.446], [-1.266, -3.548, 6.788], [-0.208, -2.526, 7.014], [0.132, -1.832, 5.858], [-0.852, -4.523, 5.874], [-2.186, -2.982, 6.480], [-1.526, -4.025, 7.782], [0.650, -3.077, 7.476], [-0.515, -1.804, 7.788], [-0.047, -2.337, 5.064], [0.107, -4.643, 5.746], [3.711, 2.265, -2.967], [2.903, 1.076, -2.392], [1.741, 0.871, -3.233], [2.777, 3.339, -3.324], [4.214, 2.042, -3.914], [4.421, 2.612, -2.167], [2.493, 1.371, -1.413], [3.558, 0.203, -2.322], [1.216, 0.163, -2.811], [2.522, 3.704, -2.460], [5.485, 3.450, 4.638], [5.793, 2.870, 3.275], [5.453, 1.466, 3.268], [4.032, 3.534, 4.869], [5.916, 4.423, 4.825], [5.888, 2.611, 5.294], [6.846, 2.872, 3.129], [5.269, 3.429, 2.515], [5.758, 1.057, 2.483], [3.640, 2.595, 4.874], [-0.441, 3.409, -0.947], [-0.544, 4.194, 0.331], [-1.185, 3.483, 1.345], [-1.690, 3.723, -1.686], [-0.359, 2.344, -0.733], [0.350, 3.875, -1.525], [-0.909, 5.214, 0.095], [0.483, 4.251, 0.709], [-1.080, 4.093, 2.163], [-1.537, 3.295, -2.601], [-4.669, 0.757, 0.320], [-5.473, 1.172, 1.516], [-4.928, 0.828, 2.738], [-3.383, 1.423, 0.217], [-5.252, 0.963, -0.555], [-4.575, -0.342, 0.354], [-6.438, 0.672, 1.494], [-5.736, 2.275, 1.510], [-4.047, 1.247, 2.726], [-3.596, 2.188, -0.356], [5.011, -5.662, -2.228], [5.593, -4.343, -1.938], [4.850, -3.423, -1.228], [3.928, -5.536, -3.067], [4.605, -6.050, -1.310], [5.889, -6.241, -2.584], [5.964, -3.903, -2.923], [6.526, -4.506, -1.415], [3.978, -3.294, -1.562], [3.582, -6.403, -3.222], [2.182, -4.340, 0.620], [1.463, -5.314, -0.347], [0.256, -4.701, -0.693], [1.526, -4.233, 1.874], [2.178, -3.374, 0.089], [3.217, -4.653, 0.841], [1.470, -6.362, 0.040], [2.144, -5.119, -1.189], [-0.308, -4.716, 0.171], [0.595, -3.965, 1.718], [-4.720, 5.374, -0.339], [-3.901, 6.106, 0.695], [-3.431, 5.284, 1.797], [-4.135, 4.200, -0.903], [-5.005, 6.099, -1.121], [-5.708, 5.032, 0.079], [-4.587, 6.793, 1.157], [-3.094, 6.757, 0.360], [-2.990, 4.521, 1.410], [-3.134, 4.236, -1.058], [1.319, -3.819, -4.043], [2.297, -2.720, -3.637], [2.344, -2.614, -2.194], [0.060, -3.623, -3.522], [1.705, -4.821, -3.780], [1.241, -3.833, -5.118], [2.065, -1.712, -4.127], [3.308, -2.991, -3.884], [1.612, -2.018, -2.010], [0.025, -3.894, -2.611], [-4.777, 1.333, -5.007], [-4.260, 1.614, -3.543], [-5.367, 2.255, -2.852], [-4.901, 2.603, -5.742], [-5.755, 0.820, -4.959], [-4.021, 0.766, -5.459], [-3.410, 2.272, -3.556], [-4.048, 0.680, -3.030], [-5.030, 3.043, -2.368], [-5.627, 3.037, -5.276], [-0.455, -0.227, -0.652], [-1.269, -0.921, -1.707], [-0.548, -0.956, -2.952], [0.695, -1.022, -0.405], [-1.012, 0.014, 0.280], [-0.009, 0.752, -1.035], [-2.183, -0.376, -1.910], [-1.464, -1.939, -1.473], [-0.619, -1.806, -3.410], [0.726, -1.224, 0.562], [1.410, 5.492, 4.035], [0.215, 6.159, 3.480], [-1.024, 5.440, 3.307], [1.882, 4.527, 3.082], [1.170, 5.039, 5.007], [2.194, 6.178, 4.248], [0.488, 6.432, 2.495], [0.020, 7.043, 4.071], [-1.734, 5.938, 2.846], [2.661, 4.125, 3.534], [4.366, -1.344, 1.248], [5.322, -0.472, 0.549], [6.498, -0.319, 1.360], [4.941, -2.630, 1.472], [3.423, -1.446, 0.640], [4.023, -1.049, 2.237], [4.998, 0.547, 0.361], [5.596, -0.995, -0.378], [6.579, -1.161, 1.840], [5.154, -2.976, 0.598], [-0.951, -7.177, 3.666], [-2.369, -6.598, 3.759], [-2.279, -5.166, 3.822], [-0.155, -6.428, 2.721], [-1.023, -8.214, 3.303], [-0.487, -7.227, 4.602], [-2.886, -7.058, 4.595], [-2.917, -6.836, 2.891], [-1.708, -5.006, 4.601], [0.747, -6.340, 3.041], [3.645, 4.725, 0.406], [4.831, 5.058, -0.512], [4.513, 5.736, -1.769], [2.826, 3.633, -0.047], [3.051, 5.636, 0.496], [4.064, 4.477, 1.391], [5.414, 4.198, -0.757], [5.506, 5.748, 0.050], [3.978, 5.089, -2.240], [2.795, 3.002, 0.662], [1.457, 0.880, -8.192], [1.315, 0.247, -6.843], [2.614, 0.392, -6.219], [0.419, 0.627, -9.100], [2.300, 0.294, -8.530], [1.626, 1.958, -8.038], [1.228, -0.818, -7.104], [0.530, 0.701, -6.181], [2.420, 0.798, -5.330], [-0.144, 1.409, -9.165], [-2.081, -2.254, 2.785], [-2.162, -3.128, 1.498], [-1.341, -4.305, 1.581], [-0.781, -1.805, 3.141], [-2.521, -2.870, 3.616], [-2.686, -1.319, 2.657], [-1.807, -2.487, 0.712], [-3.253, -3.208, 1.444], [-1.616, -4.896, 2.365], [-0.770, -0.889, 3.455], [0.983, 1.061, 8.145], [1.059, 2.503, 7.526], [0.391, 2.693, 6.221], [-0.336, 0.777, 8.603], [1.638, 0.992, 8.989], [1.327, 0.310, 7.380], [2.125, 2.836, 7.398], [0.618, 3.259, 8.227], [0.964, 2.124, 5.665], [-0.903, 0.888, 7.872]]
}

=====

No. 2
{
  "formula": "C50H30I5N9OS3W",
  "method": "ωB97M-V with the def2-TZVPD basis set",
  "spin_multiplicity": 3,
  "total_charge": 0,
  "e_homo_ev": [-5.50, -7.40],
  "symbols": ["W", "I", "C", "C", "C", "C", "C", "C", "C", "C", "C", "C", "C", "C", "C", "C", "C", "C", "I", "C", "C", "C", "N", "C", "C", "C", "C", "C", "C", "I", "C", "C", "C", "C", "C", "C", "N", "C", "C", "C", "C", "C", "N", "C", "C", "C", "C", "I", "C", "C", "C", "C", "N", "H", "H", "H", "H", "H", "H", "H", "H", "H", "H", "H", "H", "H", "H", "H", "H", "H", "H", "H", "H", "H", "H", "H", "H", "N", "C", "N", "C", "C", "S", "C", "C", "S", "C", "N", "N", "H", "H", "H", "H", "H", "H", "O", "S", "N", "I"],
  "xyz": [[0.352, 0.402, -0.719], [9.778, 1.563, 1.558], [7.720, 1.173, 1.261], [7.272, -0.132, 1.178], [5.935, -0.380, 0.929], [5.028, 0.666, 0.754], [5.493, 1.970, 0.928], [6.829, 2.227, 1.168], [3.600, 0.405, 0.444], [2.646, 0.727, 1.457], [2.965, 1.094, 2.775], [1.776, 1.258, 3.445], [0.738, 1.024, 2.508], [-0.615, 1.326, 2.741], [-1.030, 1.624, 4.122], [-1.688, 2.799, 4.483], [-2.164, 2.977, 5.770], [-1.967, 1.985, 6.715], [-2.732, 2.227, 8.675], [-1.272, 0.833, 6.395], [-0.808, 0.661, 5.107], [-1.593, 1.273, 1.744], [-1.429, 0.623, 0.528], [-2.729, 0.518, 0.019], [-3.121, -0.490, -0.867], [-4.575, -0.787, -0.936], [-5.068, -1.746, -0.053], [-6.417, -2.035, 0.008], [-7.289, -1.354, -0.825], [-9.365, -1.762, -0.722], [-6.822, -0.414, -1.721], [-5.468, -0.126, -1.768], [-2.222, -1.451, -1.338], [-2.607, -2.652, -1.982], [-1.469, -3.359, -2.243], [-0.379, -2.582, -1.769], [-0.829, -1.380, -1.216], [0.954, -2.972, -1.880], [2.036, -2.222, -1.403], [3.381, -2.470, -1.744], [4.125, -1.448, -1.208], [3.247, -0.632, -0.469], [1.932, -1.071, -0.627], [1.237, -4.211, -2.647], [1.376, -4.157, -4.031], [1.584, -5.314, -4.760], [1.664, -6.527, -4.101], [1.928, -8.309, -5.212], [1.562, -6.597, -2.723], [1.352, -5.435, -2.001], [-3.638, 1.250, 0.820], [-2.941, 1.690, 1.907], [1.274, 0.662, 1.278], [7.959, -0.953, 1.313], [5.584, -1.400, 0.892], [4.811, 2.801, 0.863], [7.167, 3.246, 1.280], [3.953, 1.178, 3.181], [1.644, 1.536, 4.474], [-1.816, 3.586, 3.754], [-2.692, 3.880, 6.036], [-1.109, 0.071, 7.141], [-0.285, -0.247, 4.853], [-4.378, -2.260, 0.599], [-6.784, -2.779, 0.699], [-7.503, 0.100, -2.380], [-5.118, 0.618, -2.465], [-3.619, -2.929, -2.201], [-1.375, -4.324, -2.702], [3.716, -3.286, -2.352], [5.175, -1.286, -1.336], [1.328, -3.205, -4.541], [1.690, -5.261, -5.832], [1.646, -7.543, -2.208], [1.280, -5.480, -0.924], [-4.685, 1.374, 0.620], [-3.329, 2.224, 2.748], [-1.977, -0.228, -3.827], [-2.089, 0.962, -3.228], [-1.328, 1.441, -2.254], [-1.736, 2.728, -1.922], [-2.832, 3.177, -2.587], [-3.367, 2.025, -3.743], [-0.974, 3.579, -1.025], [-0.893, 4.928, -1.213], [0.056, 5.657, 0.017], [0.286, 4.065, 0.719], [-0.286, 3.091, 0.064], [0.916, 3.986, 1.899], [-1.125, -0.763, -3.713], [-2.525, -0.404, -4.653], [-3.342, 4.107, -2.470], [-1.304, 5.510, -2.011], [1.571, 4.724, 2.110], [1.172, 3.069, 2.244], [3.068, 3.513, -0.102], [3.005, 2.306, -0.944], [1.569, 1.800, -1.077], [1.320, 0.125, -3.541]]
}

=====

No. 3
{
  "formula": "C50H35Cl3N2O8P2SiTa",
  "method": "ωB97M-V with the def2-TZVPD basis set",
  "total_charge": 1,
  "e_homo_ev": -11.13,
  "symbols": ["Ta", "C", "Si", "C", "C", "C", "C", "C", "C", "P", "C", "C", "C", "C", "C", "C", "C", "C", "C", "C", "C", "C", "C", "C", "C", "C", "C", "C", "P", "C", "C", "C", "C", "C", "C", "C", "C", "C", "C", "C", "C", "H", "H", "H", "H", "H", "H", "H", "H", "H", "H", "H", "H", "H", "H", "H", "H", "H", "H", "H", "H", "H", "H", "H", "H", "H", "H", "H", "H", "H", "H", "H", "Cl", "C", "C", "C", "Cl", "C", "O", "C", "Cl", "C", "H", "H", "O", "C", "O", "C", "C", "C", "C", "C", "C", "O", "N", "O", "O", "N", "O", "O", "H", "H"],
  "xyz": [[-0.540, 0.784, 0.107], [-0.656, 2.711, -3.189], [-0.418, 0.954, -2.513], [-1.990, -0.006, -3.085], [-2.845, 0.478, -4.060], [-3.938, -0.209, -4.402], [-4.329, -1.360, -3.665], [-3.513, -1.754, -2.610], [-2.334, -1.075, -2.247], [-1.126, -1.683, -1.016], [-2.128, -2.762, 0.091], [-3.423, -2.468, 0.418], [-4.161, -3.283, 1.268], [-3.533, -4.303, 1.944], [-2.202, -4.620, 1.605], [-1.500, -3.921, 0.621], [0.022, -2.898, -1.923], [1.139, -3.326, -1.273], [1.926, -4.299, -1.852], [1.572, -4.892, -3.036], [0.414, -4.402, -3.723], [-0.361, -3.430, -3.182], [1.065, -0.014, -3.204], [1.036, -0.628, -4.472], [2.209, -1.231, -4.886], [3.347, -1.317, -4.130], [3.290, -0.854, -2.802], [2.145, -0.180, -2.364], [1.940, 0.706, -0.814], [3.174, 0.076, 0.461], [3.580, -1.232, 0.558], [4.301, -1.642, 1.668], [4.824, -0.704, 2.590], [4.405, 0.619, 2.422], [3.586, 1.011, 1.348], [2.618, 2.421, -1.103], [3.924, 2.691, -1.437], [4.373, 3.978, -1.620], [3.560, 5.058, -1.436], [2.185, 4.828, -1.114], [1.788, 3.530, -0.865], [-0.545, 2.555, -4.273], [0.039, 3.537, -2.878], [-1.680, 3.023, -3.053], [-2.599, 1.326, -4.705], [-4.559, 0.042, -5.262], [-5.288, -1.844, -3.816], [-3.857, -2.627, -2.039], [-3.951, -1.681, -0.106], [-5.182, -3.096, 1.372], [-4.140, -4.862, 2.612], [-1.743, -5.506, 2.127], [-0.486, -4.195, 0.379], [1.418, -2.909, -0.323], [2.845, -4.495, -1.360], [2.121, -5.754, -3.536], [0.216, -4.802, -4.693], [-1.145, -2.994, -3.737], [0.177, -0.648, -5.062], [2.218, -1.678, -5.867], [4.104, -1.902, -4.538], [4.169, -0.901, -2.107], [3.155, -1.981, -0.096], [4.620, -2.718, 1.795], [5.538, -1.072, 3.347], [4.845, 1.392, 2.982], [3.410, 2.048, 1.273], [4.765, 2.002, -1.539], [5.413, 4.166, -1.799], [3.900, 6.085, -1.484], [1.534, 5.632, -1.019], [0.727, 3.322, -0.649], [-1.657, -1.356, 6.800], [-1.794, -1.102, 5.101], [-0.666, -1.245, 4.324], [-0.681, -0.813, 3.041], [0.661, -1.031, 1.908], [-1.946, -0.398, 2.468], [-1.972, 0.066, 1.192], [-3.019, -0.148, 3.287], [-4.429, 0.636, 2.739], [-2.899, -0.424, 4.667], [0.278, -1.687, 4.689], [-3.698, -0.207, 5.346], [-3.592, 3.218, 0.562], [-2.460, 2.852, 0.695], [-1.739, 2.322, -0.294], [-1.726, 2.970, 2.056], [-2.523, 3.500, 3.094], [-1.946, 3.763, 4.309], [-0.651, 3.445, 4.579], [0.122, 2.840, 3.600], [-0.369, 2.622, 2.288], [0.418, 2.052, 1.358], [1.479, 2.313, 3.885], [2.414, 2.832, 3.343], [1.480, 1.353, 4.580], [-2.775, 4.335, 5.352], [-2.306, 4.242, 6.446], [-3.762, 4.906, 5.026], [-3.537, 3.737, 2.984], [-0.170, 3.585, 5.553]]
}

=====

Record-wise energy values, in hartree: -5756.6910, -5241.5841, -5047.2924
Record-wise energy relative to the best compared isomer or geometry (same formula, charge and spin) values, in kJ/mol: 0.0, 0.0, 76.8